No. 1
Here is 4 unconnected molecules or ions with the total composition C3H13O3S from the Open Molecules 2025 dataset. Energies are from ωB97M-V/def2-TZVPD.

The geometry in XYZ format:
```
20
Properties=species:S:1:pos:R:3
C -1.169 -1.236 -3.306
C 0.103 -0.364 -3.112
C 0.924 -0.666 -1.798
S -0.348 -0.265 -0.244
H -1.271 -1.468 -4.376
H -2.116 -0.637 -3.056
H -1.127 -2.274 -2.871
H 0.933 -0.411 -3.841
H -0.192 0.661 -3.364
H 1.656 0.097 -1.604
H 1.402 -1.650 -1.890
H 0.066 -0.457 4.774
H -1.116 -0.307 5.947
O -0.375 -0.771 5.618
H -0.550 2.460 -0.472
H -0.154 3.602 0.349
O -0.404 3.404 -0.601
H 1.170 0.416 2.808
H 1.089 -0.538 1.540
O 1.607 -0.340 2.389
```

Molecular weight ... 129.2 g/mol
Net charge ... -1
HOMO energy ... -3.25 eV
Max |F| ... 3.749 eV/Å
Energy relative to the best compared isomer or geometry (same formula, charge and spin) ... 1.8445 eV

Atom charges from the Löwdin analysis, given in e for atoms 1 to 6:
1. C -0.18
2. C -0.39
3. C -0.52
4. S 0.16
5. H 0.04
6. H 0.08


No. 2
Here is 4 unconnected molecules or ions with the total composition C3H13O3S from the Open Molecules 2025 dataset. Energies are from ωB97M-V/def2-TZVPD.

The geometry in XYZ format:
```
20
Properties=species:S:1:pos:R:3
C -1.994 2.895 0.336
C -1.790 1.607 -0.517
C -1.516 0.358 0.259
S 0.253 -0.178 0.439
H -1.477 3.803 0.044
H -1.644 2.607 1.330
H -3.066 3.090 0.380
H -2.556 1.621 -1.303
H -0.922 1.741 -1.185
H -2.074 -0.539 -0.004
H -1.889 0.487 1.287
H 4.106 -4.473 1.361
H 3.399 -3.189 1.335
O 4.300 -3.553 1.289
H 1.150 0.308 -1.670
H 1.092 0.688 -3.043
O 1.130 1.145 -2.203
H 0.472 -3.118 0.463
H 1.625 -2.176 0.729
O 1.402 -3.126 0.673
```

Molecular weight ... 129.2 g/mol
Net charge ... -1
HOMO energy ... -3.06 eV
Max |F| ... 2.896 eV/Å
Energy relative to the best compared isomer or geometry (same formula, charge and spin) ... 1.3006 eV

Atom charges from the Löwdin analysis, given in e for atoms 1 to 6:
1. C -0.12
2. C -0.36
3. C -0.71
4. S 0.33
5. H 0.05
6. H 0.06


No. 3
Here is 4 unconnected molecules or ions with the total composition C3H13O4 from the Open Molecules 2025 dataset. Energies are from ωB97M-V/def2-TZVPD.

The geometry in XYZ format:
```
20
Properties=species:S:1:pos:R:3
C -0.455 -0.152 0.115
O -0.115 -0.470 -1.170
C -0.801 1.340 0.359
C -0.905 1.525 1.889
H 0.336 -0.447 0.843
H -1.334 -0.772 0.446
H -1.803 1.525 -0.048
H -0.007 1.869 -0.178
H -0.009 1.024 2.293
H -1.789 1.175 2.393
H -0.767 2.558 2.240
H 1.241 -0.742 -1.412
H 2.307 0.161 -2.270
O 2.287 -0.618 -1.715
H 3.279 -1.652 0.057
H 2.025 -1.431 0.715
O 2.949 -1.548 0.947
H -2.460 -0.505 -2.090
H -1.485 -1.445 -1.687
O -2.493 -1.396 -1.727
```

Molecular weight ... 113.1 g/mol
Net charge ... -1
HOMO energy ... -4.31 eV
Max |F| ... 2.307 eV/Å
Energy relative to the best compared isomer or geometry (same formula, charge and spin) ... 0.4076 eV

Atom charges from the Löwdin analysis, given in e for atoms 1 to 6:
1. C -0.43
2. O -0.31
3. C -0.23
4. C -0.14
5. H 0.08
6. H 0.11


No. 4
Here is a molecular structure, C3H14FeNOS from the Open Molecules 2025 dataset. Energies are from ωB97M-V/def2-TZVPD.

The geometry in XYZ format:
```
21
Properties=species:S:1:pos:R:3
C -0.917 -1.309 -1.350
Fe 0.269 -0.058 0.014
N -0.454 -1.250 1.779
H 1.254 -0.141 -1.357
H 0.269 -0.764 -1.699
H -1.202 -1.365 -2.427
H -1.814 -0.869 -0.817
H -0.759 -2.325 -0.989
H -1.079 -0.565 2.234
H 0.337 -1.376 2.421
H -0.929 -2.133 1.600
C 0.286 3.696 1.574
S 1.304 2.253 1.194
C 2.492 2.433 2.544
O 0.428 1.077 1.695
H 0.945 4.588 1.525
H -0.147 3.563 2.592
H -0.497 3.778 0.790
H 1.956 2.262 3.493
H 3.301 1.703 2.385
H 2.927 3.445 2.509
```

Molecular weight ... 168.1 g/mol
Net charge ... -1
2S+1 ... 5
HOMO energy (alpha / beta) ... 0.71 / -2.57 eV
Max |F| ... 2.465 eV/Å

Atom charges from the Löwdin analysis, given in e for atoms 1 to 6:
1. C -0.28
2. Fe 0.07
3. N -0.01
4. H -0.05
5. H -0.04
6. H 0.00


No. 5
Here is a molecular structure, C3H14N10P from the Open Molecules 2025 dataset. Energies are from ωB97M-V/def2-TZVPD.

The geometry in XYZ format:
```
28
Properties=species:S:1:pos:R:3
C -1.113 -2.551 -1.264
C -0.642 2.067 -0.974
C 1.976 0.815 1.873
N -1.119 -0.258 1.406
N -0.383 -1.584 -1.871
N 0.039 0.901 -0.833
N -1.156 -3.759 -1.769
N -1.780 -2.230 -0.216
N -0.781 2.712 -2.129
N -0.999 2.508 0.238
N 3.067 1.024 2.658
N 0.939 1.626 1.965
N 1.697 -0.138 1.022
P -0.196 0.823 0.785
H -1.104 -0.117 2.422
H -0.380 -4.129 -2.320
H -1.702 -4.452 -1.283
H -1.772 -1.442 0.444
H -2.262 -2.858 0.273
H -0.279 2.312 -2.902
H -1.105 3.672 -1.877
H 0.173 -1.912 -2.723
H -1.587 3.415 0.265
H 3.361 1.845 3.165
H 3.889 0.635 2.295
H 0.980 2.429 2.508
H -0.107 -0.638 -1.625
H 2.346 -0.715 0.464
```

Molecular weight ... 221.2 g/mol
Net charge ... +1
HOMO energy ... -11.88 eV
Max |F| ... 4.801 eV/Å
Energy relative to the best compared isomer or geometry (same formula, charge and spin) ... 2.0889 eV

Atom charges from the Löwdin analysis, given in e for atoms 1 to 6:
1. C -0.52
2. C -0.64
3. C -0.61
4. N -0.19
5. N 0.17
6. N -0.10


No. 6
Here is 3 unconnected molecules or ions with the total composition C3H14N2O2 from the Open Molecules 2025 dataset. Energies are from ωB97M-V/def2-TZVPD.

The geometry in XYZ format:
```
21
Properties=species:S:1:pos:R:3
N 0.219 -0.194 -2.292
C 0.259 1.025 -1.505
C 0.608 0.675 -0.052
N -0.426 -0.095 0.601
C -0.228 -0.296 2.055
H 0.605 -0.239 -3.216
H -0.664 -0.681 -2.262
H 1.074 1.667 -1.861
H -0.631 1.634 -1.620
H 1.573 0.165 -0.043
H 0.759 1.640 0.459
H -0.332 -1.059 0.288
H 0.682 0.184 2.421
H -1.168 -0.012 2.543
H -0.071 -1.345 2.312
H -3.281 1.576 0.937
H -1.848 1.264 0.575
O -2.602 1.825 0.272
H 1.675 -2.771 -0.657
H 2.296 -2.530 0.805
O 1.500 -2.432 0.241
```

Molecular weight ... 110.2 g/mol
Net charge ... -1
2S+1 ... 2
HOMO energy (alpha / beta) ... 0.96 / -5.63 eV
Max |F| ... 1.408 eV/Å
Energy relative to the best compared isomer or geometry (same formula, charge and spin) ... 0.6436 eV

Atom charges from the Löwdin analysis, given in e for atoms 1 to 6:
1. N -0.02
2. C -0.30
3. C -0.31
4. N -0.16
5. C -0.20
6. H 0.04


No. 7
Here is 3 unconnected molecules or ions with the total composition C3H14N2O2 from the Open Molecules 2025 dataset. Energies are from ωB97M-V/def2-TZVPD.

The geometry in XYZ format:
```
21
Properties=species:S:1:pos:R:3
N 1.249 0.323 1.369
C 0.224 0.677 0.324
C 0.064 2.198 0.415
C -1.038 -0.176 0.413
N -0.767 -1.594 0.580
H 0.727 0.072 2.201
H 1.612 -0.595 1.123
H 0.680 0.374 -0.619
H -0.064 2.760 -0.508
H 0.896 2.750 0.851
H -0.805 2.287 1.086
H -1.595 0.334 1.218
H -1.674 -0.072 -0.466
H -1.551 -2.094 0.939
H -0.376 -1.980 -0.266
H 3.668 -2.117 -0.117
H 3.374 -2.472 -1.556
O 3.857 -2.774 -0.793
H -3.821 2.301 -2.119
H -3.777 0.832 -2.130
O -3.388 1.577 -1.652
```

Molecular weight ... 110.2 g/mol
SMILES ... C[C@@H](N)CN.O.O
HOMO energy ... -9.24 eV
Max |F| ... 2.362 eV/Å
Energy relative to the best compared isomer or geometry (same formula, charge and spin) ... 1.2798 eV

Atom charges from the Löwdin analysis, given in e for atoms 1 to 6:
1. N 0.02
2. C -0.44
3. C -0.07
4. C -0.27
5. N 0.00
6. H 0.06


No. 8
Here is 3 unconnected molecules or ions with the total composition C3H14N2O2 from the Open Molecules 2025 dataset. Energies are from ωB97M-V/def2-TZVPD.

The geometry in XYZ format:
```
21
Properties=species:S:1:pos:R:3
C -1.939 1.383 -1.523
C -0.481 0.883 -1.452
N -0.520 -0.495 -0.929
C 0.926 -0.836 -0.659
N 0.888 -1.863 0.431
H -2.359 0.946 -2.449
H -1.960 2.394 -1.571
H -2.538 1.097 -0.610
H -0.025 0.988 -2.470
H 0.060 1.451 -0.657
H -0.810 -1.207 -1.687
H 1.458 0.060 -0.276
H 1.322 -1.374 -1.590
H 0.701 -1.338 1.263
H 0.084 -2.537 0.281
H 3.108 0.374 1.659
H 3.828 -0.871 0.725
O 3.183 -0.055 0.855
H -1.398 0.880 2.116
H -2.184 -0.133 2.689
O -2.296 0.955 2.628
```

Molecular weight ... 110.2 g/mol
SMILES ... CCNCN.O.O
HOMO energy ... -8.99 eV
Max |F| ... 6.579 eV/Å
Energy relative to the best compared isomer or geometry (same formula, charge and spin) ... 2.8958 eV

Atom charges from the Löwdin analysis, given in e for atoms 1 to 6:
1. C -0.10
2. C -0.32
3. N -0.11
4. C -0.32
5. N -0.03
6. H 0.08


No. 9
Here is 4 unconnected molecules or ions with the total composition C3H14N2O2S from the Open Molecules 2025 dataset. Energies are from ωB97M-V/def2-TZVPD.

The geometry in XYZ format:
```
22
Properties=species:S:1:pos:R:3
C -1.259 -1.110 -0.189
C -2.043 -0.094 0.651
S -3.169 0.961 -0.351
N -0.227 -1.822 0.596
C 1.160 -1.243 0.485
N 1.200 0.105 0.964
H -0.777 -0.640 -1.048
H -1.998 -1.876 -0.435
H -2.643 -0.553 1.441
H -1.338 0.528 1.204
H -1.636 1.074 -1.996
H -0.225 -2.808 0.376
H 1.372 -1.319 -0.583
H 1.727 -1.896 1.148
H 0.617 0.165 1.790
H 0.824 0.825 0.353
H -0.642 3.341 -0.273
H -0.948 1.918 -0.702
O -0.247 2.466 -0.254
H 2.770 0.888 -0.666
H 4.187 0.722 -1.236
O 3.296 0.369 -1.276
```

Molecular weight ... 142.2 g/mol
Net charge ... -1
2S+1 ... 2
HOMO energy (alpha / beta) ... -2.18 / -3.39 eV
Max |F| ... 2.666 eV/Å
Energy relative to the best compared isomer or geometry (same formula, charge and spin) ... 0.7338 eV

Atom charges from the Löwdin analysis, given in e for atoms 1 to 6:
1. C -0.34
2. C -0.71
3. S 0.25
4. N -0.11
5. C -0.31
6. N 0.01


No. 10
Here is 4 unconnected molecules or ions with the total composition C3H14N2O2S from the Open Molecules 2025 dataset. Energies are from ωB97M-V/def2-TZVPD.

The geometry in XYZ format:
```
22
Properties=species:S:1:pos:R:3
C -0.800 0.270 1.291
C 0.738 0.105 1.531
S 1.749 1.219 0.578
N -1.299 -0.710 0.365
C -0.878 -0.450 -1.019
N 0.206 -1.200 -1.615
H -1.020 1.248 0.862
H -1.267 0.321 2.283
H 0.925 0.171 2.609
H 0.903 -0.932 1.243
H 0.205 2.787 1.006
H -0.975 -1.607 0.696
H -0.770 0.633 -0.919
H -1.748 -0.561 -1.622
H 1.122 -0.825 -1.351
H 0.082 -1.184 -2.655
H 0.350 2.754 -0.717
H 0.177 4.064 -1.452
O -0.036 3.126 -1.544
H 1.348 -3.469 0.563
H 0.525 -2.616 -0.492
O 0.463 -3.142 0.359
```

Molecular weight ... 142.2 g/mol
HOMO energy ... -8.73 eV
Max |F| ... 3.223 eV/Å
Energy relative to the best compared isomer or geometry (same formula, charge and spin) ... 3.7382 eV

Atom charges from the Löwdin analysis, given in e for atoms 1 to 6:
1. C -0.32
2. C -0.62
3. S 0.69
4. N -0.06
5. C -0.30
6. N 0.01


Q: What is the formula in the fourth record?
A: C3H14FeNOS


Q: max |F| of number 5 (C3H14N10P)?
A: 4.801 eV/Å